5 unconnected molecules or ions with the total composition C37H50F5N6O7PS2 at a distorted geometry. Source: OMol25; level of theory: ωB97M-V/def2-TZVPD.

Summary:
Net charge: 0
Highest occupied orbital energy: -7.3 eV
Energy relative to the best compared isomer or geometry (same formula, charge and spin): 0.000 eV
Structure (SMILES): CCCNc1cc2c(c(CCOC(C)=O)c1P(O)O)Sc1c(S(=O)(=O)C(F)(F)C(F)(F)F)ccc(O)c1N2.CCCC#N.CCCC#N.CCCC#N.CCCC#N
LUMO energy: 0.3 eV
Gap between HOMO and LUMO: 7.55 eV
Total energy: -3932.135350 Ha

Last column: Mulliken charge in e.
Geometry (Å):
C: 4.46208 -3.34024 1.95547  -0.88
C: 4.97914 -2.26932 0.95700  -0.23
C: 5.52520 -0.99053 1.64168  -0.89
N: 4.58040 0.14963 1.73727  -0.21
C: 3.23834 -0.23546 2.00305  0.03
C: 2.36109 -0.18345 0.94062  -0.08
C: 1.02117 -0.50571 1.06547  -1.67
C: 0.60216 -0.89442 2.32671  0.86
C: 1.46209 -0.96198 3.40438  -0.30
C: 0.92586 -1.42216 4.76322  -1.95
C: -0.07863 -0.39392 5.36409  -0.54
O: -1.34779 -1.05996 5.49295  -0.30
C: -2.40052 -0.21783 5.58224  0.84
C: -3.62052 -0.77914 6.31300  -1.17
O: -2.44583 0.89593 5.10496  -0.55
C: 2.80281 -0.61320 3.28808  1.25
P: 3.91742 -0.63338 4.74184  -0.44
O: 5.35505 0.10384 4.41095  -0.42
O: 4.17487 -2.19390 5.21770  -0.40
S: -1.10260 -1.31854 2.64384  0.56
C: -1.76153 -1.43726 1.00369  1.05
C: -3.03245 -1.98969 0.85338  -0.26
S: -3.98203 -2.57421 2.23210  1.31
O: -4.62203 -1.43480 2.83803  -0.60
O: -3.23195 -3.30108 3.21948  -0.72
C: -5.36332 -3.69732 1.68048  0.40
F: -6.42233 -2.91845 1.42759  -0.25
F: -5.04684 -4.44182 0.60874  -0.23
C: -5.77432 -4.71529 2.80054  0.66
F: -6.90994 -5.31915 2.41941  -0.26
F: -5.98495 -4.12964 3.96380  -0.19
F: -4.84543 -5.66648 2.85977  -0.22
C: -3.60610 -2.07510 -0.40040  -0.46
C: -2.91626 -1.64797 -1.51009  -1.46
C: -1.66490 -1.11295 -1.32917  0.80
O: -0.99212 -0.64620 -2.43343  -0.56
C: -1.04558 -0.98593 -0.08203  -1.15
N: 0.21619 -0.36747 -0.09446  0.24
H: 5.10285 -3.40450 2.83951  0.24
H: 4.44582 -4.29250 1.41301  0.41
H: 3.43274 -3.12050 2.26173  0.06
H: 4.25279 -2.06685 0.16335  0.21
H: 5.84627 -2.73731 0.46358  0.42
H: 6.37758 -0.62272 1.05344  0.50
H: 5.94235 -1.25361 2.61993  0.21
H: 4.61191 0.63954 0.85239  0.47
H: 2.73116 0.12815 -0.02781  0.58
H: 0.42097 -2.38106 4.57353  0.56
H: 1.74019 -1.62505 5.45939  0.46
H: -0.09952 0.45781 4.67885  0.25
H: 0.22156 -0.06816 6.36534  0.58
H: -4.51379 -0.47526 5.76392  0.28
H: -3.62404 -0.38223 7.33112  0.37
H: -3.55382 -1.87152 6.27728  0.29
H: 5.21102 1.05554 4.36860  0.36
H: 4.34394 -2.14548 6.16514  0.36
H: -4.60911 -2.47104 -0.52410  0.42
H: -3.35579 -1.68740 -2.50107  0.78
H: -1.12677 0.31391 -2.43932  0.28
H: 0.19631 0.57136 -0.46651  0.17
C: 1.05316 0.72344 -5.38878  -1.06
C: 0.87254 2.18124 -4.97835  -0.59
C: 1.91651 2.64612 -3.95690  0.19
C: 1.81828 1.84235 -2.73061  0.12
N: 1.74102 1.19760 -1.77523  -0.29
H: 0.92822 0.04739 -4.54048  0.23
H: 0.31115 0.44327 -6.13471  0.34
H: 2.04505 0.55864 -5.81686  0.37
H: -0.13077 2.31389 -4.56543  0.27
H: 0.94181 2.81555 -5.86345  0.39
H: 1.75439 3.69125 -3.70513  -0.42
H: 2.92293 2.54791 -4.36670  0.38
C: -4.67563 -3.50329 -6.23249  -1.15
C: -3.44828 -4.37489 -5.99059  -0.51
C: -2.47637 -3.76630 -4.97441  -0.10
C: -1.98255 -2.46498 -5.44999  0.24
N: -1.60125 -1.44955 -5.84040  -0.44
H: -4.40212 -2.53550 -6.65554  0.35
H: -5.35248 -3.98662 -6.93746  0.35
H: -5.22278 -3.32935 -5.30320  0.28
H: -2.93300 -4.53753 -6.93942  0.31
H: -3.76990 -5.35340 -5.62863  0.32
H: -1.62355 -4.42839 -4.82271  0.35
H: -2.96885 -3.62542 -4.01083  0.05
C: 4.95968 7.45136 -3.70229  -1.15
C: 3.50400 7.50402 -3.25212  -0.63
C: 2.79384 6.15147 -3.37276  -0.40
C: 2.78692 5.69587 -4.77272  0.35
N: 2.78650 5.35306 -5.87491  -0.52
H: 5.04327 7.18779 -4.75772  0.36
H: 5.43282 8.42465 -3.57201  0.34
H: 5.52434 6.71989 -3.12025  0.29
H: 2.97316 8.25111 -3.84539  0.31
H: 3.46245 7.83218 -2.21187  0.35
H: 1.76230 6.23453 -3.02721  0.42
H: 3.29644 5.40014 -2.76038  0.35
C: -0.48762 3.24863 1.87818  -0.84
C: -1.95859 3.35650 2.26889  -0.74
C: -2.74724 2.08313 1.95423  0.88
C: -2.70994 1.79790 0.51106  -0.02
N: -2.68170 1.54841 -0.61656  -0.46
H: -0.36789 3.10598 0.80138  0.25
H: 0.04576 4.16161 2.14586  0.43
H: -0.00577 2.41196 2.39087  0.03
H: -2.40631 4.20683 1.74871  0.35
H: -2.03172 3.56029 3.33821  0.37
H: -3.78775 2.19176 2.26080  0.46
H: -2.32502 1.23095 2.49302  -0.66

***

A molecular structure, C31H50AsN4O10PSTa. Source: OMol25; level of theory: ωB97M-V/def2-TZVPD.

Summary:
Net charge: +1
Highest occupied orbital energy: -10.3 eV
Energy relative to the best compared isomer or geometry (same formula, charge and spin): 1.414 eV
LUMO energy: -2.9 eV
Gap between HOMO and LUMO: 7.38 eV
Total energy: -5215.151276 Ha

Last column: Mulliken charge in e.
Geometry (Å):
Ta: -0.21855 -0.04553 -0.76386  0.52
O: -2.08325 2.77078 -3.07765  -0.73
C: -1.26895 1.88279 -2.96744  0.25
O: -0.79171 1.55433 -1.76841  0.10
C: -0.67886 1.17995 -4.13473  -0.19
C: -1.27696 1.43145 -5.37118  -0.88
C: -0.77984 0.87431 -6.53103  -0.67
C: 0.34543 0.06220 -6.46458  -0.60
C: 0.94910 -0.19308 -5.24764  -1.01
C: 0.44566 0.35055 -4.06421  0.99
S: 1.34701 -0.11258 -2.60559  -0.19
H: -2.14222 2.07938 -5.39050  0.51
H: -1.26078 1.07002 -7.47948  0.41
H: 0.75089 -0.38104 -7.36478  0.40
H: 1.81734 -0.83723 -5.19647  0.53
O: -1.51494 -3.54203 0.86394  -0.64
C: -1.30858 -2.57094 0.19805  0.58
O: -0.56448 -1.53268 0.54905  -0.60
C: -1.91639 -2.34023 -1.22043  0.55
O: -2.84544 -2.95229 -1.64325  -0.58
O: -1.26211 -1.35655 -1.83950  -0.67
C: 6.94715 0.74604 -1.99960  -0.97
N: 5.64084 0.48233 -1.41516  0.23
C: 5.08472 -0.85211 -1.55082  -0.22
C: 4.92018 1.47099 -0.87671  -0.16
O: 3.78955 1.35888 -0.41169  -0.59
H: 7.54504 -0.16155 -1.94788  0.33
H: 7.46430 1.52382 -1.44067  0.35
H: 6.86835 1.04785 -3.04571  0.33
H: 5.70923 -1.57394 -1.02163  0.40
H: 5.03119 -1.13318 -2.60413  0.35
H: 4.08120 -0.84741 -1.13835  -0.61
H: 5.45067 2.43711 -0.88707  0.34
C: 1.72762 -5.05440 5.10423  -1.44
C: 1.82131 -4.32536 3.79699  0.58
C: 1.92614 -2.94055 3.75420  -1.17
C: 1.98798 -2.24771 2.55623  0.78
C: 2.08880 -0.75213 2.59363  -0.66
C: 1.98068 -2.98464 1.35469  0.98
C: 2.07717 -2.35529 0.06345  -0.51
O: 1.75337 -1.20638 -0.25522  -0.06
C: 1.90425 -4.39949 1.37845  1.26
C: 1.83976 -5.22499 0.11963  -1.81
C: 1.80689 -5.03601 2.59872  -1.11
H: 1.75148 -4.36787 5.94823  0.37
H: 2.55335 -5.75959 5.21014  0.36
H: 0.80221 -5.63007 5.15342  0.34
H: 1.95788 -2.38381 4.68367  0.35
H: 2.42993 -0.42963 3.57747  0.64
H: 1.11027 -0.30992 2.40546  -0.19
H: 2.75804 -0.35738 1.82925  -0.12
H: 2.47809 -2.98628 -0.74301  0.22
H: 0.94687 -4.98574 -0.46012  0.33
H: 1.79364 -6.28196 0.37169  0.41
H: 2.71122 -5.07771 -0.52058  0.41
H: 1.71353 -6.11532 2.62380  0.39
C: -5.88520 -0.02900 1.12825  -1.08
N: -4.44783 -0.22057 0.96575  0.64
C: -3.97022 -1.50275 1.48170  -0.71
P: -3.39335 0.99290 0.65563  -0.87
O: -2.15945 0.39069 0.02390  2.01
N: -4.21617 2.05676 -0.26104  0.38
C: -4.92521 1.56751 -1.44989  -1.01
C: -3.89886 3.48187 -0.34240  -1.03
N: -2.91627 1.82572 2.01655  0.98
C: -3.99705 2.31608 2.87783  -1.21
C: -1.84108 1.22340 2.80802  -1.75
H: -6.17239 -0.12406 2.17926  0.29
H: -6.41997 -0.79251 0.55924  0.35
H: -6.19203 0.94890 0.76955  0.37
H: -4.35408 -1.66723 2.49236  0.39
H: -2.88573 -1.51479 1.53373  -0.23
H: -4.29744 -2.32329 0.84124  0.35
H: -5.03498 0.48569 -1.41520  0.37
H: -4.36867 1.83562 -2.34813  0.25
H: -5.91688 2.02243 -1.49460  0.35
H: -3.39143 3.81617 0.55764  0.36
H: -4.82940 4.04433 -0.44529  0.41
H: -3.27275 3.67987 -1.21497  0.07
H: -4.82046 2.70505 2.28415  0.38
H: -3.61575 3.12192 3.50716  0.40
H: -4.38071 1.52468 3.53107  0.28
H: -1.06650 0.81857 2.16072  0.57
H: -2.21530 0.42317 3.45608  0.29
H: -1.39854 1.99042 3.44846  0.37
C: 2.51559 3.00691 1.81480  -1.14
As: 1.21509 2.84949 0.43204  1.12
C: -0.28425 3.94669 0.87106  -1.00
C: 1.78718 3.34938 -1.31872  -1.02
O: 0.65547 1.23953 0.48985  -0.18
H: 2.99050 3.98526 1.75883  0.46
H: 3.24898 2.22101 1.66545  0.18
H: 2.00243 2.89544 2.76865  0.37
H: 0.04112 4.97274 1.03872  0.62
H: -0.77667 3.54807 1.75546  0.23
H: -0.97315 3.90465 0.02808  0.14
H: 2.63767 4.02346 -1.23522  0.62
H: 0.95214 3.83891 -1.81603  0.34
H: 2.07628 2.44269 -1.84502  0.08

***

H3PS2 in the gas phase at a distorted geometry. Source: OMol25; level of theory: ωB97M-V/def2-TZVPD.

Summary:
Net charge: 0
Highest occupied orbital energy: -9.2 eV
Energy relative to the best compared isomer or geometry (same formula, charge and spin): 0.875 eV
Structure (SMILES): S=[PH2]S
LUMO energy: -0.1 eV
Gap between HOMO and LUMO: 9.10 eV
Total energy: -1139.493648 Ha

Last column: natural (NBO) charge in e.
Geometry (Å):
S: 1.45591 -1.96777 -1.99050  -0.50
P: 0.45783 -0.72923 -0.77227  0.64
S: -1.47169 -0.04011 -1.20195  -0.24
H: 0.26351 -1.09109 0.81153  0.00
H: 0.93147 0.52414 -0.65110  -0.05
H: -1.69189 -0.55973 -0.03030  0.14